Below is 5 unconnected molecules or ions with the total composition C30H31F32NO5 at a distorted geometry, with properties calculated with wB97M-V/def2-TZVPD.

The geometry in ORCA input format:
```
! wB97M-V def2-TZVPD RIJCOSX def2/J DEFGRID3
* xyz 0 1
F 1.79 4.59 5.29
F 3.52 -0.42 -8.78
F 0.59 6.98 5.33
F -5.16 -1.63 8.30
F 4.83 0.08 -6.28
F 3.46 1.89 -7.71
F -1.86 5.56 4.71
F -0.86 -3.43 3.40
F 1.27 2.49 5.52
F -0.22 -5.29 2.50
F 0.28 -4.06 0.11
F -2.94 -2.53 9.87
F -1.69 6.35 2.71
F -2.71 -4.17 8.48
F -2.00 1.27 7.30
F 1.48 -3.29 1.74
F 0.90 3.96 7.80
F -0.55 5.23 6.81
F 6.00 -1.72 -6.62
F 3.36 -1.99 -7.29
F 1.14 -1.97 4.05
F 0.16 -0.35 5.12
F -1.09 8.21 4.73
F -3.97 -0.04 9.92
F 6.16 2.96 -9.73
F 5.11 1.09 -9.96
F -3.67 -0.07 7.04
F -0.41 0.89 2.68
F -1.36 -1.03 2.93
F -5.31 -3.64 9.10
F 3.38 3.18 -9.46
F -4.21 1.87 8.92
O -1.85 -0.74 8.16
O 6.26 1.51 -8.08
O -0.85 -2.48 -4.40
O -0.11 5.00 3.42
O 0.40 -0.82 1.56
N -3.04 -3.26 -3.42
C 0.74 3.75 5.44
C -2.03 1.35 -6.04
C 0.22 -3.33 1.26
C -0.12 3.79 4.17
C -1.59 0.97 -7.36
C -0.97 6.03 3.81
C -3.14 -2.88 8.58
C -1.36 0.85 -4.86
C -0.21 -1.90 0.85
C -0.22 7.27 4.30
C 0.49 -0.58 -3.74
C 0.78 -0.68 3.96
C -2.37 -4.38 -4.14
C -0.24 -0.05 -5.02
C -0.16 -0.44 2.78
C 4.19 2.74 -8.47
C 0.02 4.01 6.76
C -0.72 -4.06 2.22
C 5.34 -0.70 -7.26
C -0.93 -3.88 -4.68
C -2.21 -2.04 7.68
C -0.49 0.06 -7.54
C 0.23 -2.15 -3.54
C 4.23 -1.34 -8.10
C -3.32 0.89 9.21
C 5.42 2.05 -9.06
C 6.41 0.09 -8.03
C -4.62 -2.87 8.23
C -2.73 0.31 7.92
C 0.17 -0.42 -6.35
H -3.38 -2.56 -4.09
H 1.16 -2.74 -3.70
H -2.09 1.37 -8.26
H 4.64 -2.06 -8.81
H 7.34 -0.05 -7.48
H -3.02 -4.71 -4.99
H 0.14 -1.77 -0.18
H -0.75 3.26 6.94
H 0.31 3.05 3.49
H -4.79 -3.26 7.22
H 6.61 -0.33 -9.02
H 4.49 3.59 -7.85
H -3.90 -3.68 -3.06
H -1.29 -1.79 0.79
H -1.14 3.43 4.35
H -0.10 -4.43 -4.19
H 1.69 -0.08 3.86
H -0.14 -0.27 -8.54
H -0.12 -2.28 -2.48
H -2.56 -2.01 6.65
H -0.93 -4.00 -5.80
H 0.10 -0.04 -2.84
H -2.15 -5.19 -3.41
H -2.90 2.03 -5.98
H 1.02 -1.14 -6.44
H 1.58 -0.39 -3.82
H -1.76 1.17 -3.88
H -1.71 -4.20 1.77
H -1.26 -2.57 7.64
H 0.39 7.69 3.49
H -2.53 1.31 9.84
*
```

Summary:
**Highest occupied orbital energy**: -8.7 eV
**E_tot**: -4788.35566 a.u.
**M**: 1093.516 g/mol
**Max |F|**: 2.187 eV Å⁻¹
**E_LUMO**: 0.3 eV